# 1
Molecular formula: C3H2NO3
Method: DFT, ωB97M-V/def2-TZVPD

Each line ends with the Mulliken spin population.
Geometry (Å):
C (0.0124, 0.1635, -0.2514)  -0.357
C (0.1033, 1.5469, -0.2247)  2.509
C (1.2977, -0.2239, -1.2509)  0.234
N (0.3858, 2.5906, -0.5493)  -0.830
O (2.4156, -0.0102, -0.7953)  0.018
O (0.9181, -0.6002, -2.3526)  0.048
O (0.6096, 3.7664, -0.6714)  0.497
H (0.0119, -0.0549, 0.8275)  -0.056
H (-0.9181, -0.2072, -0.6988)  -0.063

Values from the calculation:
Max |F|   8.9 eV/Å
Spin multiplicity   3
Gap between HOMO and LUMO (alpha / beta)   4.70 / 6.49 eV
Molecular weight   100.1 g mol⁻¹
Energy above the lowest of the compared OMol25 structures with the same formula, charge and spin   2.545 eV
Net charge   -1
Calculated total energy   -395.80161 Eh

***

# 2
Molecular formula: C3H2NO6PS
Method: DFT, ωB97M-V/def2-TZVPD

Each line ends with the Mulliken charge.
Geometry (Å):
C (-1.6426, 2.3570, -1.4742)  0.020
C (0.9663, -3.2113, 0.6354)  0.453
C (0.9374, -1.7670, 1.1126)  0.283
N (-2.1092, 1.5942, -0.6510)  -0.459
O (1.8225, -3.5910, -0.1310)  -0.664
O (1.3156, 0.6343, -0.9544)  -0.631
O (-0.3551, 2.5770, -1.5981)  -0.463
O (-0.0184, -3.8493, 1.1602)  -0.705
O (0.7211, 2.4854, 0.7742)  -0.686
O (-1.0997, 0.8654, -0.0098)  -0.159
P (0.4253, 1.5884, -0.3245)  0.937
S (1.3179, -1.3900, 2.6325)  -0.378
H (-2.4461, 2.8446, -1.9154)  0.449
H (0.1648, -1.1378, 0.7436)  0.003

Values from the calculation:
Max |F|   5.6 eV/Å
Gap between HOMO and LUMO   6.82 eV
Molecular weight   211.1 g mol⁻¹
Energy above the lowest of the compared OMol25 structures with the same formula, charge and spin   0.631 eV
Net charge   -2
Calculated total energy   -1361.33207 Eh

***

# 3
Molecular formula: C3H2NP
Method: DFT, ωB97M-V/def2-TZVPD

Each line ends with the Mulliken charge.
Geometry (Å):
N (-3.4067, 0.4759, -0.0564)  -0.418
C (-2.2843, 0.1739, -0.0296)  0.201
C (-1.0383, -0.2579, 0.0742)  0.386
C (0.2340, -0.3638, -0.0678)  -0.163
P (2.0103, -0.6222, -0.0173)  -0.180
H (2.1839, 0.2931, 1.1604)  0.090
H (2.3010, 0.3009, -1.0635)  0.083

Values from the calculation:
Max |F|   9.2 eV/Å
Gap between HOMO and LUMO   9.58 eV
Molecular weight   83.0 g mol⁻¹
Energy above the lowest of the compared OMol25 structures with the same formula, charge and spin   0.489 eV
Net charge   0
Calculated total energy   -511.51012 Eh
SMILES string   N#CC#CP

***

# 4
Molecular formula: C3H2O
Method: DFT, ωB97M-V/def2-TZVPD

Each line ends with the Mulliken charge.
Geometry (Å):
C (1.0672, 0.4306, 0.0672)  -0.371
C (1.0525, -0.7588, -0.1731)  -0.265
C (-2.2051, 0.8138, 0.1640)  0.100
O (-1.6202, -0.1547, -0.0900)  -0.110
H (0.9182, 1.3200, 0.7216)  0.314
H (0.7873, -1.6508, -0.6897)  0.332

Values from the calculation:
Max |F|   4.4 eV/Å
Gap between HOMO and LUMO   11.63 eV
Molecular weight   54.0 g mol⁻¹
Energy above the lowest of the compared OMol25 structures with the same formula, charge and spin   0.532 eV
Net charge   0
Calculated total energy   -190.64296 Eh

***

# 5
Molecular formula: C3H2O2
Method: DFT, ωB97M-V/def2-TZVPD

Each line ends with the Mulliken charge.
Geometry (Å):
O (3.1681, 0.5163, 0.0735)  -0.438
C (2.1258, -0.0854, -0.0542)  -0.085
C (0.7039, 0.3588, -0.0143)  -0.198
C (-0.5599, 0.3252, -0.0488)  0.548
O (-1.8460, 0.4024, 0.0160)  -0.507
H (2.2709, -1.1470, -0.0321)  0.317
H (-2.3095, 1.2213, -0.1569)  0.363

Values from the calculation:
Max |F|   5.1 eV/Å
Gap between HOMO and LUMO   10.11 eV
Molecular weight   70.0 g mol⁻¹
Energy above the lowest of the compared OMol25 structures with the same formula, charge and spin   2.012 eV
Net charge   0
Calculated total energy   -265.87733 Eh
SMILES string   O=CC#CO

***

# 6
Molecular formula: C3H2O2S
Method: DFT, ωB97M-V/def2-TZVPD

Each line ends with the Mulliken charge.
Geometry (Å):
C (0.0200, 0.3834, -0.2806)  -1.358
C (0.0721, 1.6748, -0.3042)  0.954
O (0.3150, 2.8029, -0.2329)  -0.360
H (0.2471, 0.2910, 0.7577)  0.398
H (-0.6711, -0.1881, -0.9239)  0.325
O (1.9073, -1.0089, -1.5358)  -0.364
C (2.1618, -0.3692, -0.5851)  0.713
S (2.8889, 0.2652, 0.6600)  -0.308

Values from the calculation:
Max |F|   2.5 eV/Å
Gap between HOMO and LUMO   10.04 eV
Molecular weight   102.1 g mol⁻¹
Energy above the lowest of the compared OMol25 structures with the same formula, charge and spin   1.000 eV
Net charge   0
Calculated total energy   -664.12924 Eh
SMILES string   C=C=O.O=C=S

***

# 7
Molecular formula: C3H2O2Sm
Method: DFT, ωB97M-V/def2-TZVPD

Each line ends with the Mulliken spin population.
Geometry (Å):
H (0.0774, -1.9686, 0.1109)  0.001
C (0.4648, -0.9599, 0.1317)  -0.050
C (1.3017, -0.0133, 0.2279)  -0.041
Sm (3.8516, 0.3307, 0.7003)  6.020
O (-1.5686, -0.0161, -0.4197)  0.000
H (-2.3947, -0.3993, -0.0461)  0.000
O (-0.3464, 1.7741, -0.2549)  -0.002
C (-1.3859, 1.2525, -0.4501)  0.071

Values from the calculation:
Max |F|   4.7 eV/Å
Spin multiplicity   7
Gap between HOMO and LUMO (alpha / beta)   7.24 / 7.62 eV
Molecular weight   220.4 g mol⁻¹
Energy above the lowest of the compared OMol25 structures with the same formula, charge and spin   0.000 eV
Net charge   +2
Calculated total energy   -923.09830 Eh

***

# 8
Molecular formula: C3H2O2Tb
Method: DFT, ωB97M-V/def2-TZVPD

Each line ends with the Mulliken spin population.
Geometry (Å):
O (1.1117, -0.2144, -0.7808)  -0.087
O (0.5748, 0.1120, 1.2679)  -0.061
C (2.3129, -0.3091, -0.1818)  0.857
C (2.0054, -0.1612, 1.2246)  0.108
C (0.0993, -0.0152, 0.1051)  -0.068
H (2.2598, -1.0203, 1.8599)  -0.006
Tb (-2.4142, 0.2054, -0.5767)  5.261
H (2.6533, 0.8122, 1.2762)  -0.003

Values from the calculation:
Max |F|   4.9 eV/Å
Spin multiplicity   7
Gap between HOMO and LUMO (alpha / beta)   10.51 / 5.24 eV
Molecular weight   229.0 g mol⁻¹
Energy above the lowest of the compared OMol25 structures with the same formula, charge and spin   1.568 eV
Net charge   +3
Calculated total energy   -1088.93522 Eh

***

# 9
Molecular formula: C3H2O2Tl
Method: DFT, ωB97M-V/def2-TZVPD

Each line ends with the Mulliken charge.
Geometry (Å):
O (-1.2498, 0.9053, -0.6413)  -0.327
C (-0.2217, 0.2733, -0.0855)  0.985
C (-2.4380, -0.4578, 0.0807)  0.050
O (0.9086, 0.5801, 0.1525)  -0.547
C (-1.1930, -0.7718, -0.4096)  -0.402
Tl (2.6418, 0.1576, 1.3967)  0.721
H (-3.2891, -0.5066, -0.6059)  0.268
H (-2.6420, -0.6422, 1.1395)  0.253

Values from the calculation:
Max |F|   3.7 eV/Å
Gap between HOMO and LUMO (alpha / beta)   7.87 / 7.87 eV
Molecular weight   274.4 g mol⁻¹
Energy above the lowest of the compared OMol25 structures with the same formula, charge and spin   4.205 eV
Net charge   +1
Calculated total energy   -438.01821 Eh

***

# 10
Molecular formula: C3H2O3
Method: DFT, ωB97M-V/def2-TZVPD

Each line ends with the Mulliken charge.
Geometry (Å):
O (1.2712, -1.2000, 1.1887)  -0.315
C (0.0777, -0.8294, 0.8568)  -0.418
C (-0.1859, -0.3020, -0.5246)  0.591
O (-0.3553, -1.0418, -1.4679)  -0.487
C (-0.3606, 1.2073, -0.6472)  0.036
O (-0.2093, 1.9316, 0.3037)  -0.439
H (0.3797, -1.3280, 1.9548)  0.679
H (-0.6175, 1.5622, -1.6643)  0.355

Values from the calculation:
Max |F|   0.6 eV/Å
Gap between HOMO and LUMO   8.16 eV
Molecular weight   86.0 g mol⁻¹
Energy above the lowest of the compared OMol25 structures with the same formula, charge and spin   5.070 eV
Net charge   0
Calculated total energy   -341.05048 Eh

***

# 11
Molecular formula: C3H2O3
Method: DFT, ωB97M-V/def2-TZVPD

Each line ends with the Mulliken charge.
Geometry (Å):
C (0.3193, 1.2432, -0.0998)  0.128
C (0.3192, -0.2304, 0.5867)  0.609
C (-0.5875, -1.3478, 0.0099)  -0.007
H (0.9444, 1.7835, 0.9610)  0.182
H (-0.7820, -2.2229, 0.6699)  0.335
O (0.1546, 1.8269, -1.1714)  -0.390
O (1.0161, -0.4250, 1.6035)  -0.449
O (-1.2293, -1.0957, -1.0085)  -0.408

Values from the calculation:
Max |F|   4.7 eV/Å
Gap between HOMO and LUMO   8.19 eV
Molecular weight   86.0 g mol⁻¹
Energy above the lowest of the compared OMol25 structures with the same formula, charge and spin   2.923 eV
Net charge   0
Calculated total energy   -341.12938 Eh

***

# 12
Molecular formula: C3H2O3
Method: DFT, ωB97M-V/def2-TZVPD

Each line ends with the Mulliken charge.
Geometry (Å):
O (-0.2412, -2.1064, 0.9452)  -0.385
C (-0.6241, -0.9992, 0.6655)  -0.060
C (0.0614, -0.2426, -0.4809)  0.559
O (0.2551, -0.7742, -1.5477)  -0.434
C (0.5535, 1.1927, -0.2902)  0.057
O (-0.1673, 2.0814, 0.0899)  -0.412
H (-1.4452, -0.5016, 1.2092)  0.343
H (1.6077, 1.3499, -0.5910)  0.331

Values from the calculation:
Max |F|   0.7 eV/Å
Gap between HOMO and LUMO   8.84 eV
Molecular weight   86.0 g mol⁻¹
Energy above the lowest of the compared OMol25 structures with the same formula, charge and spin   1.700 eV
Net charge   0
Calculated total energy   -341.17435 Eh
SMILES string   O=CC(=O)C=O

***

# 13
Molecular formula: C3H2O3Rh
Method: DFT, ωB97M-V/def2-TZVPD

Each line ends with the Mulliken spin population.
Geometry (Å):
O (-0.5883, -1.5342, 0.3768)  -0.020
O (0.9013, -0.0690, -0.0603)  0.042
O (-0.5834, -0.5672, -1.6539)  -0.092
C (-0.2194, -1.0006, 1.6860)  0.691
C (0.5319, 0.0836, 1.3077)  0.238
C (-0.0290, -0.8415, -0.5859)  0.109
H (-0.4777, 1.9791, -0.6305)  0.338
Rh (-0.8150, 1.3296, -2.3303)  3.690
H (1.2797, 0.6201, 1.8904)  0.003

Values from the calculation:
Max |F|   4.0 eV/Å
Spin multiplicity   6
Gap between HOMO and LUMO (alpha / beta)   5.23 / 6.07 eV
Molecular weight   189.0 g mol⁻¹
Net charge   0
Calculated total energy   -451.38929 Eh

***

# 14
Molecular formula: C3H2O3S
Method: DFT, ωB97M-V/def2-TZVPD

Each line ends with the Mulliken charge.
Geometry (Å):
C (-0.5950, -0.3501, 1.4512)  0.182
C (-1.3223, -0.5468, 2.4572)  -0.323
C (-0.0065, -0.0716, 0.1486)  -0.129
O (-3.2872, 1.1982, 1.3539)  -0.474
O (-3.1675, -1.0549, 0.4588)  -0.466
O (-1.6731, 0.6470, -0.3638)  -0.419
S (-2.5269, 0.1336, 0.8046)  1.109
H (0.9140, 0.6874, -0.0666)  0.279
H (-0.0984, -0.9228, -0.5410)  0.241

Values from the calculation:
Max |F|   3.3 eV/Å
Gap between HOMO and LUMO   9.10 eV
Molecular weight   118.1 g mol⁻¹
Energy above the lowest of the compared OMol25 structures with the same formula, charge and spin   7.667 eV
Net charge   0
Calculated total energy   -739.16955 Eh